[1]
Density functional theory data (ωB97M-V/def2-TZVPD) for a single C22H33N3O4 molecule.

The geometry in XYZ format:
```
62
Properties=species:S:1:pos:R:3:mulliken_charge:R:1
C 1.4287 3.6824 4.1075 -0.865
O 0.6555 2.5599 4.4528 -0.530
C 0.5973 1.5197 3.5700 1.344
C 1.2547 1.4864 2.3483 -0.997
C 1.1212 0.3870 1.5195 -0.439
C 0.3330 -0.6918 1.8820 -0.515
C 0.1738 -1.8595 0.9495 -1.287
N -0.5745 -1.4864 -0.2539 0.625
C -1.8869 -0.9354 0.0271 -0.908
C -2.8401 -1.9500 0.6740 -0.927
N -2.6825 -3.2638 0.0856 -0.056
C -1.6576 -3.6976 -0.6740 -0.420
O -1.5501 -4.8633 -1.0018 -0.696
C -0.6884 -2.6179 -1.1607 -0.041
C -1.1816 -2.2149 -2.5686 -1.304
C -0.8639 -0.7982 -3.0244 0.627
O -1.7741 -0.0096 -3.2225 -0.695
N 0.4236 -0.4706 -3.2681 0.328
C 1.5374 -1.3496 -3.0127 -1.038
C 0.6887 0.8319 -3.8462 -2.041
C 1.0901 1.9350 -2.8551 0.470
C 2.5022 1.7830 -2.2872 -0.439
C 2.7926 2.9755 -1.3731 -0.767
O 1.8667 3.0677 -0.3172 -0.295
C 0.5394 3.2018 -0.7796 -1.131
C 0.1147 2.0443 -1.6830 0.423
C -0.3082 -0.6552 3.1153 -0.336
C -0.1892 0.4269 3.9671 1.022
C -0.8787 0.4656 5.2953 -1.680
H 1.0736 4.1489 3.1831 0.322
H 1.3152 4.3834 4.9334 0.260
H 2.4864 3.4230 3.9956 0.330
H 1.8646 2.3085 2.0127 0.475
H 1.6408 0.3803 0.5751 0.366
H 1.1636 -2.1903 0.6149 0.475
H -0.2916 -2.7042 1.4821 0.489
H -2.3037 -0.5773 -0.9148 0.631
H -1.7681 -0.0785 0.6931 0.673
H -2.6454 -2.0126 1.7529 0.209
H -3.8750 -1.6202 0.5401 0.443
H -3.3269 -3.9806 0.3930 0.252
H 0.2968 -3.0869 -1.2409 0.765
H -0.7873 -2.9319 -3.2909 0.517
H -2.2714 -2.2869 -2.6036 0.448
H 1.7678 -1.3980 -1.9463 0.101
H 1.3300 -2.3588 -3.3713 0.434
H 2.4120 -0.9751 -3.5415 0.404
H 1.4693 0.7243 -4.6061 0.526
H -0.2397 1.1420 -4.3338 0.507
H 1.0593 2.8751 -3.4219 0.387
H 3.2457 1.7502 -3.0859 0.380
H 2.5746 0.8676 -1.7003 0.089
H 3.7726 2.8776 -0.8997 0.398
H 2.7774 3.9043 -1.9670 0.390
H -0.0807 3.2394 0.1183 0.379
H 0.4365 4.1534 -1.3263 0.435
H -0.8988 2.2123 -2.0455 0.692
H 0.1190 1.1159 -1.1101 -0.588
H -0.9113 -1.4970 3.4284 0.332
H -1.5600 1.3140 5.3386 0.319
H -1.4368 -0.4502 5.4719 0.393
H -0.1478 0.5979 6.0913 0.337
```

The value obtained for the HOMO-LUMO gap is 9.02 eV. The electronic energy comes out at -1323.3667 Eh. As for the SMILES: COc1ccc(CN2CCNC(=O)[C@H]2CC(=O)N(C)CC2CCOCC2)cc1C. As for the HOMO energy: -8.33 eV. For the LUMO energy, the calculation gives 0.6904 eV. The maximum force is 0.6 eV Å⁻¹.

---

[2]
Density functional theory data (ωB97M-V/def2-TZVPD) for a molecular structure, C22H33N3O4 at a distorted geometry.

The geometry in XYZ format:
```
62
Properties=species:S:1:pos:R:3:mulliken_charge:R:1
C -8.0768 -0.5090 0.8014 -0.838
H -8.4844 -1.4406 0.9893 0.287
O -6.6447 -0.7939 0.4046 -0.386
C -5.8622 0.0490 0.0013 1.310
C -6.2209 1.2488 -0.2213 0.175
C -5.3507 2.2771 -0.3828 -1.078
C -4.0973 1.8387 -0.5505 -0.119
C -3.6788 0.6450 -0.7761 -0.036
C -4.6591 -0.3055 -0.3748 0.470
O -4.1218 -1.6711 -0.1946 -0.360
C -5.0821 -2.4887 -0.5127 -1.020
H -4.4741 -3.4422 -0.8304 0.261
H -5.5768 -2.6403 -1.5438 0.307
H -5.6875 -2.8468 0.3191 0.338
C -2.2514 0.2064 -1.1023 -1.857
N -1.4014 0.7246 0.1604 0.171
C -1.5093 -0.0043 1.4006 -0.899
H -1.6869 0.9044 2.1710 0.220
H -2.3846 -0.2794 1.2542 0.829
C -0.4510 -0.7509 1.9186 -0.369
N 0.1426 -1.4309 0.5630 -0.044
C 0.4659 -0.6178 -0.2545 -0.084
O 1.2140 -1.0756 -1.2789 -0.780
C -0.0067 0.7746 -0.2306 0.987
C 0.9316 1.8317 0.2164 -2.883
H 0.5033 1.8923 1.3853 0.205
C 2.2730 0.8249 0.8163 0.909
O 2.4681 0.7239 1.9132 -0.549
N 3.1382 0.9133 -0.0184 0.112
C 3.0660 1.3654 -1.4171 -0.951
H 2.5149 2.4669 -1.5623 0.261
H 3.9759 1.5272 -2.0716 0.362
H 2.5071 0.7062 -2.0512 0.412
C 4.4019 0.0565 0.1418 -0.939
C 4.5766 -1.0573 -0.7926 0.016
C 5.8378 -1.6307 -0.3007 -0.587
C 7.0899 -0.9760 -0.4679 -0.969
C 6.8731 0.2395 0.8920 -1.002
C 5.6612 1.1028 0.1973 -0.866
H 5.4154 2.0244 0.9606 0.247
H 5.9562 1.3866 -0.6544 0.587
H 6.5677 -0.0574 1.8855 0.422
H 7.6798 0.7911 0.6561 0.502
H 7.8559 -1.7261 0.0775 0.249
H 7.1915 -0.5712 -1.3766 0.518
H 5.7519 -2.2994 0.6452 0.296
H 6.0187 -2.7848 -0.9756 0.279
H 3.8280 -1.7335 -0.7881 0.478
H 4.8297 -0.5341 -1.9106 0.180
H 4.1397 -0.1432 1.2244 0.440
H 1.1080 2.6598 -0.1010 1.031
H 0.1077 1.1156 -1.4934 0.175
H 0.7069 -2.3158 0.6307 0.435
H -0.7689 -1.6583 2.5439 0.371
H 0.4628 -0.3241 2.4825 0.173
H -2.1307 -0.7739 -0.8554 0.944
H -1.9887 0.6056 -2.0040 0.616
H -3.3342 2.6920 -0.9387 0.074
H -5.5446 3.5024 -0.4701 0.200
H -7.1005 1.7441 0.4495 0.120
H -8.5578 -0.1436 -0.2442 0.323
H -8.1272 0.1855 1.6457 0.327
```

The value obtained for the HOMO-LUMO gap is 8.74 eV. The electronic energy comes out at -1322.5728 Eh. As for the HOMO energy: -8.08 eV. For the LUMO energy, the calculation gives 0.6624 eV. The maximum force is 18.0 eV Å⁻¹.

---

[3]
Density functional theory data (ωB97M-V/def2-TZVPD) for a molecular structure, C22H33N5O3S2 at a distorted geometry.

The geometry in XYZ format:
```
65
Properties=species:S:1:pos:R:3:mulliken_charge:R:1
O 1.8076 0.0874 -0.9990 -0.615
C 1.3111 0.4062 0.0672 -0.074
N 1.1062 -0.4607 1.0717 0.119
H 0.6128 -0.1949 1.9191 0.198
C 1.3742 -1.8775 0.9897 -0.612
C 0.1662 -2.6806 1.4678 -0.567
H -0.7098 -2.3891 0.8859 0.017
C -0.1076 -2.4856 2.9637 -0.878
N -0.4951 -1.1120 3.2704 0.464
C -1.9104 -0.8385 3.0677 -1.113
C -2.8178 -1.4138 4.1615 -0.694
C -2.3665 -0.9129 5.5313 -0.738
C -0.8886 -1.2370 5.7348 -0.570
C -0.0744 -0.6435 4.5813 -1.081
H -0.1930 0.4461 4.5883 0.338
H 0.9880 -0.8670 4.7066 0.487
H -0.5345 -0.8260 6.6812 0.377
H -0.7480 -2.3198 5.7624 0.293
H -2.5087 0.1694 5.5862 0.315
H -2.9683 -1.3712 6.3184 0.364
H -3.8487 -1.1152 3.9663 0.394
H -2.7782 -2.5050 4.1412 0.282
H -2.0304 0.2506 3.0496 0.463
H -2.2051 -1.2283 2.0910 0.375
H -0.8688 -3.2120 3.2806 0.297
H 0.8100 -2.7098 3.5131 0.560
H 0.3527 -3.7389 1.2833 0.387
H 2.2457 -2.1197 1.6107 0.281
H 1.6134 -2.1193 -0.0486 0.291
C 0.8713 1.8321 0.4143 0.470
C 1.5816 2.8754 -0.4650 -1.270
C 0.6684 3.4373 -1.5553 -1.418
C -0.1064 2.2888 -2.1972 2.463
C -1.0945 1.6937 -1.1794 -0.671
C -0.6508 1.9382 0.2662 -0.750
H -1.1398 1.2179 0.9255 -0.126
H -0.9570 2.9363 0.5856 0.580
H -2.0839 2.1361 -1.3224 0.573
H -1.1877 0.6209 -1.3542 -0.076
C -0.8251 2.7378 -3.4726 -1.850
N -1.3689 1.6577 -4.2620 -0.265
S -0.3674 0.9635 -5.3799 1.402
O 0.3477 2.0119 -6.0467 -0.718
O -1.1687 0.0697 -6.1617 -0.711
C 0.8237 -0.0577 -4.5069 -0.299
C 2.1462 -0.0329 -4.8379 -0.166
C 3.0680 -0.9254 -4.2501 -0.789
C 2.6721 -1.8711 -3.3463 -0.648
C 1.3156 -1.9174 -2.9830 0.738
N 0.7272 -2.7363 -2.1119 -0.557
S -0.8268 -2.3523 -2.0149 0.149
N -0.8522 -1.1388 -3.0718 -0.630
C 0.3780 -0.9864 -3.5591 0.736
H 3.3649 -2.5653 -2.8990 0.484
H 4.1067 -0.8569 -4.5352 0.401
H 2.4718 0.6932 -5.5664 0.534
H -1.8755 0.9523 -3.7487 0.386
H -0.1312 3.2526 -4.1405 0.512
H -1.6405 3.4264 -3.2233 0.385
H 0.6257 1.5226 -2.4693 -0.628
H -0.0268 4.1709 -1.1424 0.317
H 1.2750 3.9441 -2.3070 0.480
H 2.4340 2.3890 -0.9434 0.347
H 1.9603 3.6908 0.1534 0.315
H 1.1307 2.0000 1.4650 0.942
```

The value obtained for the HOMO-LUMO gap is 8.01 eV. The electronic energy comes out at -2154.0210 Eh. As for the HOMO energy: -8.84 eV. For the LUMO energy, the calculation gives -0.8255 eV. The maximum force is 1.3 eV Å⁻¹.